{
  "formula": "C68H81F6N16O18S2",
  "method": "ωB97M-V with the def2-TZVPD basis set",
  "species": ["C", "N", "C", "C", "C", "C", "C", "C", "C", "C", "N", "C", "C", "C", "H", "H", "H", "H", "H", "H", "H", "H", "H", "H", "H", "H", "H", "H", "C", "N", "C", "C", "C", "C", "C", "C", "C", "C", "N", "C", "C", "C", "H", "H", "H", "H", "H", "H", "H", "H", "H", "H", "H", "H", "H", "H", "C", "N", "C", "C", "C", "C", "C", "C", "C", "C", "N", "C", "C", "C", "H", "H", "H", "H", "H", "H", "H", "H", "H", "H", "H", "H", "H", "H", "C", "N", "C", "C", "C", "C", "C", "C", "C", "C", "N", "C", "C", "C", "H", "H", "H", "H", "H", "H", "H", "H", "H", "H", "H", "H", "H", "H", "C", "N", "C", "C", "C", "C", "C", "C", "C", "C", "N", "C", "C", "C", "H", "H", "H", "H", "H", "H", "H", "H", "H", "H", "H", "H", "H", "H", "C", "C", "N", "C", "C", "N", "C", "C", "H", "H", "H", "H", "H", "H", "H", "H", "H", "H", "H", "C", "F", "F", "F", "S", "O", "O", "O", "C", "F", "F", "F", "S", "O", "O", "O", "N", "O", "O", "O", "N", "O", "O", "O", "N", "O", "O", "O", "N", "O", "O", "O"],
  "positions_angstrom": [[-14.74, -9.02, 22.38], [-15.76, -8.00, 22.73], [-15.59, -7.36, 23.88], [-16.54, -6.39, 24.36], [-17.69, -6.11, 23.60], [-17.85, -6.88, 22.43], [-16.90, -7.81, 21.96], [-18.63, -5.05, 24.02], [-18.20, -3.83, 24.62], [-19.11, -2.87, 25.13], [-20.47, -3.11, 25.00], [-20.93, -4.26, 24.38], [-20.01, -5.19, 23.88], [-21.35, -2.11, 25.56], [-14.44, -9.55, 23.28], [-13.92, -8.46, 21.94], [-15.21, -9.68, 21.65], [-14.67, -7.60, 24.40], [-16.37, -5.81, 25.26], [-18.72, -6.77, 21.80], [-17.06, -8.51, 21.15], [-17.16, -3.64, 24.84], [-18.79, -2.07, 25.77], [-22.00, -4.40, 24.34], [-20.44, -5.94, 23.22], [-20.82, -1.37, 26.16], [-22.09, -2.60, 26.20], [-21.88, -1.70, 24.71], [-15.33, -12.63, 21.15], [-15.90, -13.42, 20.07], [-15.34, -14.61, 19.74], [-15.90, -15.41, 18.74], [-17.10, -15.00, 18.14], [-17.76, -13.87, 18.64], [-17.13, -13.12, 19.64], [-17.65, -15.77, 17.01], [-16.89, -16.33, 16.00], [-17.54, -17.04, 14.97], [-18.87, -17.15, 14.92], [-19.61, -16.63, 15.87], [-19.03, -15.96, 16.93], [-19.55, -17.90, 13.80], [-14.24, -12.63, 21.12], [-15.68, -13.06, 22.08], [-15.63, -11.59, 21.06], [-14.39, -14.88, 20.19], [-15.42, -16.28, 18.31], [-18.73, -13.55, 18.29], [-17.59, -12.24, 20.05], [-15.82, -16.27, 16.07], [-17.01, -17.46, 14.13], [-20.69, -16.69, 15.76], [-19.75, -15.53, 17.62], [-20.02, -17.13, 13.19], [-20.31, -18.54, 14.25], [-18.85, -18.52, 13.23], [-19.69, -9.55, 27.44], [-18.31, -10.12, 27.55], [-18.07, -10.92, 28.61], [-16.84, -11.48, 28.63], [-15.87, -11.32, 27.65], [-16.19, -10.53, 26.58], [-17.43, -9.92, 26.58], [-14.60, -12.18, 27.68], [-14.47, -13.30, 28.47], [-13.32, -14.11, 28.40], [-12.32, -13.87, 27.50], [-12.43, -12.79, 26.65], [-13.60, -12.00, 26.71], [-11.27, -14.88, 27.24], [-20.36, -10.12, 28.08], [-20.05, -9.57, 26.41], [-19.58, -8.55, 27.88], [-18.80, -10.91, 29.41], [-16.73, -12.06, 29.53], [-15.61, -10.37, 25.68], [-17.71, -9.22, 25.80], [-15.28, -13.56, 29.13], [-13.24, -15.09, 28.87], [-11.56, -12.59, 26.05], [-13.64, -11.14, 26.07], [-11.55, -15.57, 26.45], [-11.01, -15.30, 28.21], [-10.35, -14.44, 26.86], [-17.31, -18.43, 19.86], [-17.77, -17.42, 20.79], [-17.19, -17.28, 21.97], [-17.63, -16.31, 22.92], [-18.84, -15.61, 22.66], [-19.45, -15.79, 21.38], [-18.93, -16.77, 20.51], [-19.68, -14.97, 23.77], [-20.32, -13.76, 23.70], [-20.91, -13.15, 24.82], [-20.89, -13.82, 26.04], [-20.27, -15.03, 26.18], [-19.78, -15.70, 24.99], [-21.43, -13.31, 27.35], [-17.78, -19.35, 20.22], [-16.23, -18.51, 19.93], [-17.63, -18.24, 18.84], [-16.44, -18.04, 22.13], [-17.17, -16.27, 23.89], [-20.40, -15.33, 21.14], [-19.46, -17.12, 19.64], [-20.32, -13.28, 22.74], [-21.42, -12.20, 24.84], [-20.32, -15.57, 27.11], [-19.32, -16.66, 25.19], [-21.16, -14.03, 28.12], [-22.49, -13.51, 27.20], [-21.19, -12.26, 27.51], [-22.15, -8.69, 23.19], [-21.58, -9.15, 21.89], [-21.64, -10.51, 21.59], [-21.15, -11.00, 20.39], [-20.70, -10.11, 19.41], [-20.69, -8.75, 19.70], [-21.11, -8.25, 20.96], [-20.19, -10.65, 18.10], [-20.86, -11.69, 17.41], [-20.18, -12.25, 16.29], [-18.96, -11.79, 15.88], [-18.43, -10.75, 16.45], [-19.04, -10.08, 17.50], [-18.25, -12.54, 14.86], [-23.14, -9.14, 23.27], [-22.20, -7.61, 23.19], [-21.48, -9.17, 23.91], [-21.85, -11.15, 22.43], [-21.11, -12.07, 20.25], [-20.30, -8.07, 18.95], [-21.17, -7.22, 21.28], [-21.77, -12.17, 17.72], [-20.57, -13.15, 15.83], [-17.56, -10.29, 15.99], [-18.44, -9.31, 17.96], [-17.20, -12.25, 14.75], [-18.76, -12.24, 13.94], [-18.44, -13.60, 15.04], [-16.75, -13.79, 25.15], [-16.38, -15.03, 26.12], [-15.22, -15.77, 25.72], [-14.19, -15.27, 24.92], [-13.32, -16.34, 24.76], [-13.73, -17.43, 25.46], [-14.85, -17.03, 26.20], [-13.10, -18.77, 25.57], [-16.80, -14.06, 24.10], [-15.94, -13.05, 25.08], [-17.72, -13.36, 25.39], [-17.19, -15.76, 26.14], [-16.28, -14.72, 27.16], [-14.27, -14.25, 24.58], [-12.43, -16.46, 24.15], [-15.40, -17.67, 26.88], [-12.42, -18.79, 26.42], [-12.61, -19.05, 24.64], [-13.87, -19.48, 25.86], [-23.65, -13.44, 19.53], [-23.57, -12.22, 18.94], [-23.36, -13.25, 20.84], [-24.94, -13.89, 19.42], [-22.33, -14.62, 18.85], [-22.51, -14.53, 17.43], [-21.01, -14.14, 19.24], [-22.64, -15.96, 19.35], [-18.02, -5.94, 27.60], [-17.60, -4.74, 27.27], [-19.22, -5.83, 28.17], [-18.14, -6.69, 26.52], [-16.80, -6.64, 28.86], [-15.48, -6.34, 28.26], [-16.99, -5.90, 30.12], [-17.16, -8.05, 28.99], [-11.85, -13.65, 23.08], [-10.96, -13.66, 23.94], [-12.74, -12.79, 23.13], [-11.97, -14.44, 22.12], [-18.19, -10.88, 22.98], [-18.55, -11.71, 22.18], [-17.05, -10.93, 23.43], [-19.02, -10.15, 23.47], [-23.74, -10.43, 27.15], [-24.76, -9.85, 26.84], [-22.76, -10.46, 26.41], [-23.70, -10.94, 28.28], [-15.24, -9.74, 18.52], [-15.11, -9.38, 17.36], [-14.41, -9.42, 19.33], [-16.16, -10.42, 18.84]],
  "mulliken_charge": [-0.255, 0.267, -0.750, -0.717, 1.081, -0.201, -0.993, 0.740, -0.561, -0.294, 0.076, -0.596, -0.260, -0.851, 0.325, 0.446, -0.605, 0.587, 0.481, 0.599, 0.716, 0.597, 0.402, 0.524, -0.144, 0.315, 0.360, 0.377, 0.311, 0.771, -0.926, -0.961, 0.911, 0.230, -0.801, 0.834, -0.698, -0.578, 0.038, -1.087, -0.204, -0.807, 0.336, -0.053, -0.704, 0.701, 0.744, 0.000, 0.340, 0.693, 0.479, 0.746, 0.337, 0.360, 0.360, 0.348, -1.093, 0.845, -0.654, -1.141, 1.319, -0.153, -1.304, 0.959, -0.361, -0.638, 0.141, -0.790, -0.727, -0.780, 0.553, 0.162, 0.179, 0.792, 0.573, -0.038, 0.903, 0.463, 0.460, 0.596, 0.564, 0.144, 0.459, 0.387, -0.922, 0.321, -0.879, -0.344, 1.016, -0.527, -1.137, 0.276, 0.241, -1.139, 0.187, -0.359, -1.111, -0.697, 0.402, 0.402, 0.284, 0.631, 0.361, 0.622, 0.896, 0.132, 0.892, 0.506, 0.789, 0.469, 0.424, 0.005, -0.972, 0.233, -0.703, 0.078, -0.119, -0.400, -0.808, 0.890, -0.358, -1.020, 0.267, -0.489, -0.909, -0.749, 0.395, 0.246, 0.434, 0.614, 0.320, 0.741, 0.789, 0.932, 0.635, 0.518, 0.127, 0.363, 0.431, 0.075, 0.142, -1.524, 0.954, 0.690, -1.859, 0.227, -0.613, -0.798, -0.247, 0.374, 0.116, 0.566, 0.577, 0.167, 0.686, 0.543, 0.360, 0.334, 0.334, 0.613, -0.235, -0.211, -0.209, 1.376, -0.697, -0.651, -0.778, 0.404, -0.205, -0.257, 0.062, 1.163, -0.707, -0.653, -0.589, 0.928, -0.634, -0.499, -0.633, -0.124, 0.430, -0.524, -0.198, 0.803, -0.624, -0.483, -0.607, 0.727, -0.664, -0.636, -0.221],
  "multiplicity": 1,
  "total_charge": 5
}

---

{
  "formula": "C5H6O2",
  "method": "ωB97M-V with the def2-TZVPD basis set",
  "species": ["C", "C", "O", "C", "O", "C", "C", "H", "H", "H", "H", "H", "H"],
  "positions_angstrom": [[-1.61, -1.22, -0.03], [-0.71, -0.22, 0.66], [2.47, -1.19, 0.90], [2.60, -0.52, -0.04], [2.75, 0.15, -0.99], [-0.29, 0.89, 0.13], [0.12, 2.01, -0.41], [-1.82, -0.91, -1.06], [-2.56, -1.31, 0.51], [-1.15, -2.21, -0.04], [-0.39, -0.46, 1.68], [1.04, 2.04, -0.99], [-0.44, 2.93, -0.31]],
  "nbo_charge": [-0.626, -0.283, -0.515, 1.037, -0.522, 0.076, -0.496, 0.219, 0.218, 0.217, 0.226, 0.228, 0.221],
  "multiplicity": 1
}

---

{
  "formula": "C3H12N4",
  "method": "ωB97M-V with the def2-TZVPD basis set",
  "species": ["C", "N", "C", "N", "H", "H", "H", "H", "H", "H", "N", "C", "N", "H", "H", "H", "H", "H", "H"],
  "positions_angstrom": [[2.01, 0.01, 1.27], [1.86, 1.40, 0.87], [0.66, 2.03, 0.74], [0.48, 2.94, -0.14], [3.05, -0.17, 1.54], [1.35, -0.17, 2.11], [1.74, -0.68, 0.47], [2.57, 1.75, 0.25], [-0.09, 1.78, 1.50], [-0.28, 3.55, 0.14], [-1.54, -1.26, 0.30], [-0.96, -1.05, -1.03], [-1.65, -1.59, -2.18], [-2.48, -0.88, 0.35], [-1.66, -2.26, 0.43], [-0.80, 0.02, -1.15], [0.01, -1.54, -1.02], [-1.67, -2.60, -2.15], [-2.60, -1.26, -2.30]],
  "nbo_charge": [-0.403, -0.606, 0.286, -0.738, 0.202, 0.206, 0.181, 0.389, 0.146, 0.338, -0.842, -0.067, -0.843, 0.347, 0.343, 0.189, 0.171, 0.349, 0.354],
  "multiplicity": 1
}

---

{
  "formula": "C2H2N3P",
  "method": "ωB97M-V with the def2-TZVPD basis set",
  "species": ["C", "C", "N", "N", "N", "P", "H", "H"],
  "positions_angstrom": [[-0.31, 1.55, 1.20], [1.15, -0.63, -1.42], [-0.27, 2.70, 1.13], [0.16, -1.03, -1.00], [-0.18, 0.28, 1.34], [-0.73, -1.04, 0.73], [2.14, -0.72, -1.84], [-1.96, -1.11, -0.13]],
  "nbo_charge": [0.412, 0.292, -0.430, -0.426, -1.018, 1.011, 0.264, -0.106],
  "multiplicity": 1
}

---

Lowest unoccupied orbital energy values, unit hartree, following the record order: -0.445, 0.024, 0.036, -0.030.
Highest occupied orbital energy values, unit eV, following the record order: -15.209, -9.562, -8.782, -9.129.
HOMO-LUMO gap values, unit Eh, following the record order: 0.1139, 0.3755, 0.3584, 0.3060.